{"formula": "C25H47Br2NO3PrSi2", "method": "the ωB97M-V functional and the def2-TZVPD basis", "spin_multiplicity": 3, "gap_ev": [7.0, 7.0], "s2": 2.004, "homo_energy_ev": [-9.501, -9.509], "e_tot_ha": -7505.041710, "e_lumo_ev": [-2.5, -2.5], "max_force_ev_per_a": 2.1, "relative_energy_kj_mol": 66.2, "charge": 1, "symbols": ["O", "O", "C", "C", "H", "H", "H", "H", "H", "C", "C", "H", "H", "H", "H", "H", "C", "C", "C", "H", "H", "H", "H", "H", "C", "H", "H", "H", "H", "H", "H", "Pr", "C", "Si", "H", "H", "C", "C", "C", "C", "Si", "H", "H", "C", "C", "C", "H", "H", "H", "H", "H", "H", "H", "H", "H", "H", "H", "H", "H", "H", "H", "H", "H", "H", "Br", "C", "C", "C", "Br", "C", "C", "C", "C", "N", "C", "C", "O", "H", "H", "H", "H"], "coordinates": [[2.882346, 1.285800, -0.976742], [3.553297, -0.379413, -3.733755], [2.860967, 2.579473, -1.705414], [3.048544, 3.747426, -0.779030], [1.879837, 2.590834, -2.195901], [3.629372, 2.545951, -2.479150], [2.293663, 3.769527, 0.007755], [2.970988, 4.664557, -1.365021], [4.033546, 3.737980, -0.309733], [4.161681, 0.721869, -0.554247], [5.334647, 1.143666, -1.399263], [4.034523, -0.367649, -0.603521], [4.307969, 0.989674, 0.503244], [5.235970, 0.779186, -2.427955], [6.237969, 0.677077, -0.990600], [5.463710, 2.228487, -1.385918], [3.689706, -1.899041, -3.323437], [3.408503, -0.092790, -5.253624], [5.144842, -2.198377, -3.170398], [3.176142, -2.425103, -4.127729], [3.149863, -1.994580, -2.373932], [5.676980, -2.069494, -4.115408], [5.238529, -3.242173, -2.854253], [5.619521, -1.574011, -2.404877], [4.698004, -0.395322, -5.946907], [3.129989, 0.961034, -5.298917], [2.570392, -0.710940, -5.572976], [5.538414, 0.147761, -5.502624], [4.589587, -0.063416, -6.981910], [4.912803, -1.463284, -5.953255], [2.679345, -0.064769, -3.350950], [0.837392, 0.434189, -0.237167], [0.700715, 0.082819, -3.037377], [-1.048341, -0.074407, -3.667233], [1.133664, 0.897222, -3.646259], [1.180995, -0.887712, -3.252787], [-1.355430, 1.103521, -5.114496], [-2.317454, 0.285136, -2.334826], [-1.164990, -1.865640, -4.244926], [1.688066, 1.491884, 1.805735], [2.317966, -0.056239, 2.610766], [0.864228, 1.939787, 2.395494], [2.473268, 2.262510, 1.736614], [4.114422, 0.164668, 3.123499], [2.305064, -1.593936, 1.487251], [1.310226, -0.494649, 4.127971], [-0.148979, -2.284598, -4.275300], [-1.590784, -1.939760, -5.254577], [-1.763918, -2.487060, -3.565083], [-1.437681, 2.143929, -4.760551], [-2.266330, 0.855772, -5.681047], [-0.497458, 1.045883, -5.802385], [-2.079439, 1.142079, -1.686796], [-2.459942, -0.594286, -1.688026], [-3.286510, 0.523594, -2.798052], [3.353328, -1.839694, 1.268929], [1.764026, -1.677591, 0.520719], [1.902931, -2.408513, 2.105977], [1.850305, -1.242615, 4.724559], [0.318497, -0.896479, 3.881536], [1.172234, 0.401427, 4.747749], [4.380841, -0.593151, 3.872684], [4.258673, 1.156743, 3.570869], [4.811039, 0.062407, 2.281522], [-2.996083, 3.968210, 0.088039], [-2.970456, 2.410658, 1.168260], [-3.986800, 2.098939, 2.068496], [-4.004403, 0.888693, 2.762337], [-5.370748, 0.592946, 4.070456], [-3.032332, -0.126081, 2.523674], [-3.004680, -1.395492, 3.143624], [-2.035915, -2.310755, 2.787128], [-1.087323, -1.966568, 1.813038], [-1.044845, -0.750321, 1.235530], [-1.990171, 0.176384, 1.589368], [-1.909534, 1.496956, 0.973580], [-0.902558, 1.809754, 0.209559], [-4.771263, 2.830610, 2.210951], [-3.751264, -1.627260, 3.897860], [-1.962671, -3.295004, 3.245907], [-0.325789, -2.683749, 1.495254]], "forces_ev_per_angstrom": [[1.43, 0.65, -1.13], [-0.26, -0.83, -0.50], [-0.01, -0.79, 0.50], [0.05, 0.21, 0.08], [0.16, -0.03, 0.11], [-0.12, -0.03, -0.03], [0.00, -0.03, -0.10], [-0.01, 0.04, 0.04], [-0.01, -0.02, 0.01], [-0.37, 0.47, 0.34], [0.24, -0.21, -0.14], [-0.06, 0.11, 0.02], [-0.03, 0.02, -0.37], [0.00, 0.31, 0.17], [-0.11, 0.17, 0.04], [0.15, -0.20, -0.05], [-0.12, 1.33, -0.35], [0.03, -0.33, 0.88], [0.34, -0.09, -0.07], [0.07, -0.11, 0.15], [-0.07, 0.27, -0.39], [0.01, -0.12, 0.27], [0.02, 0.09, -0.07], [-0.19, -0.11, -0.16], [0.14, 0.06, -0.04], [0.05, -0.14, 0.22], [0.01, 0.06, -0.02], [-0.16, -0.07, -0.07], [0.05, -0.06, 0.03], [0.00, 0.08, -0.12], [-0.32, 0.02, 0.27], [-2.11, 0.39, 0.14], [0.53, 0.28, 0.67], [0.12, 0.06, -0.01], [0.22, -0.14, -0.01], [-0.14, 0.11, -0.29], [0.18, 0.01, 0.04], [-0.37, 0.05, 0.12], [-0.19, -0.20, -0.09], [0.08, 0.01, 0.05], [-0.12, 1.55, 0.83], [0.23, -0.32, -0.28], [-0.08, -0.33, 0.05], [0.13, -0.28, 0.08], [0.10, -0.66, -0.38], [0.04, -0.19, 0.09], [-0.28, -0.02, -0.07], [0.02, -0.09, 0.24], [0.08, 0.09, -0.22], [0.00, -0.28, -0.14], [0.25, 0.08, 0.22], [-0.26, 0.07, 0.05], [0.07, -0.22, -0.31], [-0.04, 0.18, -0.07], [0.13, -0.21, 0.12], [-0.22, -0.06, -0.06], [0.20, -0.25, 0.38], [0.13, 0.09, -0.24], [-0.21, 0.07, -0.03], [0.19, 0.12, 0.08], [0.04, -0.21, -0.13], [0.10, 0.15, -0.14], [-0.06, -0.24, -0.08], [-0.04, 0.01, 0.22], [-0.07, -0.26, 0.45], [1.04, -1.34, -0.22], [-0.36, -0.71, 0.59], [-0.04, 0.57, -0.26], [0.28, 0.10, -0.37], [0.11, 0.58, -0.28], [0.26, -0.14, -0.12], [-0.03, 0.05, 0.03], [-0.08, 1.22, -0.54], [0.05, -0.83, 0.50], [-0.32, 0.49, 0.16], [-0.53, 0.40, -0.06], [0.46, -0.77, -0.35], [-0.07, -0.12, 0.17], [0.13, -0.02, -0.14], [-0.19, 0.25, -0.06], [-0.28, 0.23, 0.12]]}